Entry from the OMol25 dataset: C17H24N2O4 in the gas phase (wB97M-V/def2-TZVPD).

As for the total charge: 0. Its SMILES is COCCCNC(=O)[C@@H]1CC(=O)N(Cc2ccc(OC)cc2)C1. The calculation puts the HOMO energy at -8.31 eV. The value obtained for the calculated total energy is -29189.23654 eV. The calculation puts the largest force on an atom at 0.0122 hartree/bohr. As for the molar mass: 320.4 g/mol.

The geometry in XYZ format:
```
47
Properties=species:S:1:pos:R:3:nbo_charge:R:1
C 0.167 5.244 -3.179 -0.24
O 0.676 3.949 -2.986 -0.56
C 1.670 3.596 -3.929 -0.06
C 2.212 2.204 -3.616 -0.42
C 1.168 1.105 -3.822 -0.23
N 0.105 1.205 -2.850 -0.63
C -0.119 0.257 -1.918 0.69
O 0.416 -0.832 -1.921 -0.63
C -1.121 0.701 -0.855 -0.31
C -0.461 1.653 0.152 -0.49
C -1.083 1.285 1.494 0.69
O -1.010 1.923 2.522 -0.63
N -1.730 0.115 1.336 -0.42
C -2.321 -0.627 2.424 -0.24
C -1.516 -1.860 2.744 -0.09
C -0.203 -1.732 3.174 -0.12
C 0.575 -2.843 3.443 -0.32
C 0.040 -4.117 3.286 0.30
O 0.708 -5.281 3.524 -0.49
C 2.049 -5.213 3.942 -0.25
C -1.280 -4.251 2.856 -0.25
C -2.043 -3.135 2.584 -0.18
C -1.610 -0.460 0.018 -0.21
H -0.572 5.410 -2.397 0.20
H 0.959 5.997 -3.097 0.17
H -0.311 5.340 -4.162 0.17
H 2.488 4.331 -3.891 0.17
H 1.242 3.618 -4.944 0.16
H 2.553 2.184 -2.581 0.22
H 3.066 2.014 -4.268 0.22
H 1.620 0.118 -3.700 0.24
H 0.746 1.178 -4.831 0.19
H -0.249 2.141 -2.707 0.42
H -1.965 1.197 -1.341 0.22
H 0.613 1.465 0.226 0.23
H -0.605 2.707 -0.076 0.23
H -3.348 -0.900 2.158 0.20
H -2.339 0.054 3.281 0.25
H 0.216 -0.744 3.301 0.21
H 1.592 -2.702 3.775 0.22
H 2.678 -4.717 3.196 0.18
H 2.145 -4.695 4.902 0.18
H 2.374 -6.245 4.057 0.20
H -1.682 -5.245 2.738 0.22
H -3.063 -3.257 2.247 0.21
H -0.875 -1.276 0.003 0.23
H -2.574 -0.858 -0.313 0.20
```